Density functional theory data (ωB97M-V/def2-TZVPD) for a structure of composition C3H7ClNO2S.

HOMO-LUMO gap: 7.32 eV
net charge: -1
energy relative to the best compared isomer or geometry (same formula, charge and spin): 42.0 kcal/mol
HOMO: -3.5 eV

Atoms and positions in Å:
C (1.3155, 0.4107, -1.6198)
C (-1.4268, -0.3587, -0.6114)
C (-0.6347, 0.5555, 1.5594)
N (-0.4958, -0.4381, 0.5194)
O (1.8935, -0.5410, 1.0096)
O (1.0482, -2.0814, -0.6769)
S (1.0589, -0.6964, -0.1548)
Cl (1.8600, 1.8656, -0.8243)
H (2.1972, -0.1285, -1.9879)
H (-1.6104, -1.3305, -1.0082)
H (-2.4572, 0.0911, -0.2253)
H (-0.8795, 0.2779, -1.3943)
H (-1.6416, 0.4388, 2.0353)
H (0.2193, 0.3018, 2.1707)
H (-0.4466, 1.6332, 1.2086)

Mulliken population analysis, charges in e, atoms 1 to 4: number 1, C, carries -0.682; number 2, C, carries -0.796; number 3, C, carries -0.814; number 4, N, carries -0.145

Density functional theory data (ωB97M-V/def2-TZVPD) for an isolated molecule of C3H3Br2Cl.

HOMO-LUMO gap (alpha / beta): 8.09 / 7.89 eV
net charge: 0
energy relative to the best compared isomer or geometry (same formula, charge and spin): 57.4 kcal/mol
HOMO (alpha / beta): -8.4 / -8.5 eV

Atoms and positions in Å:
C (-0.4267, 0.4119, 0.4240)
C (-0.2959, 0.7123, -1.0056)
C (0.4933, -0.6390, 0.9065)
Cl (-1.0058, -0.4532, -2.0913)
Br (-0.2231, -2.3241, 0.6303)
Br (2.4638, -0.4522, 0.7903)
H (-0.1730, 1.3164, 0.9744)
H (-1.3275, 0.0594, 0.8130)
H (0.4950, 1.3685, -1.4415)

Mulliken population analysis, charges in e, atoms 1 to 4: number 1, C, carries -0.754; number 2, C, carries -0.132; number 3, C, carries 0.079; number 4, Cl, carries -0.135

Density functional theory data (ωB97M-V/def2-TZVPD) for a cluster of 2 separate species, C5H13N2O in total.

HOMO-LUMO gap: 7.39 eV
net charge: +1
energy relative to the best compared isomer or geometry (same formula, charge and spin): 41.3 kcal/mol
HOMO: -12.8 eV

Atoms and positions in Å:
C (-2.3971, 1.6287, 0.1208)
C (-2.0323, 0.3380, 0.8305)
C (0.1667, -0.1109, 1.9348)
N (-0.8535, 0.6033, 1.6842)
H (-2.6286, 2.4267, 0.8291)
H (-1.5720, 1.9614, -0.5092)
H (-3.2714, 1.4801, -0.5092)
H (-2.8224, -0.0234, 1.4882)
H (-1.7553, -0.4393, 0.1203)
H (0.8913, 0.2882, 2.6317)
H (0.3507, -1.0475, 1.4248)
H (-0.9203, 1.4690, 2.2133)
C (0.9788, -1.6099, -1.2151)
C (2.4065, -1.1803, -1.5212)
N (2.6024, 0.1845, -1.5722)
O (3.2435, -1.9914, -1.7974)
H (0.3506, -0.7530, -0.9565)
H (0.9518, -2.3569, -0.4211)
H (0.5641, -2.0623, -2.1136)
H (2.2063, 0.7358, -0.8359)
H (3.5405, 0.4594, -1.8263)

Mulliken population analysis, charges in e, atoms 1 to 4: number 1, C, carries -1.184; number 2, C, carries -0.200; number 3, C, carries -0.230; number 4, N, carries 0.014

Density functional theory data (ωB97M-V/def2-TZVPD) for a structure of composition C28H75AgN6O9.

HOMO-LUMO gap: 8.79 eV
net charge: 0
HOMO: -8.0 eV

Atoms and positions in Å:
Ag (0.4285, -0.1533, 1.6917)
O (-0.8590, -0.1104, -0.1179)
H (-1.8393, -0.0237, -0.0731)
C (-4.4970, -2.7077, 3.4449)
C (-3.2961, -2.8055, 2.5212)
C (-3.6890, -2.4362, 1.0236)
O (-4.7456, -3.2166, 0.5543)
C (-5.5202, -2.6409, -0.5031)
N (-2.2337, -1.8909, 2.9226)
H (-4.7397, -1.6545, 3.4186)
H (-4.1624, -2.9635, 4.4473)
H (-5.3423, -3.3509, 3.2129)
H (-2.8444, -3.8399, 2.4509)
H (-2.7055, -2.5476, 0.4777)
H (-3.9656, -1.3304, 0.9730)
H (-4.8912, -2.4449, -1.3955)
H (-5.8594, -1.6273, -0.1310)
H (-6.3628, -3.3063, -0.7922)
H (-1.4232, -1.8552, 2.3052)
H (-2.5815, -0.9326, 3.0573)
C (-1.4779, 4.4838, 2.6280)
C (-1.5252, 2.9655, 2.1340)
C (-2.7971, 2.1647, 2.6079)
O (-2.5933, 1.6123, 3.8969)
C (-3.7381, 1.2310, 4.6047)
N (-1.4910, 2.8684, 0.7068)
H (-0.4795, 4.8915, 2.4692)
H (-1.7100, 4.6359, 3.6908)
H (-2.1205, 5.1155, 2.0748)
H (-0.6700, 2.3751, 2.6202)
H (-3.0432, 1.3094, 1.9405)
H (-3.6029, 2.8985, 2.6092)
H (-4.1985, 0.3512, 4.1616)
H (-4.4735, 2.0336, 4.7686)
H (-3.3341, 0.9682, 5.6187)
H (-1.1260, 1.9535, 0.4113)
H (-1.0117, 3.6349, 0.2906)
C (1.2593, -4.5318, -3.0076)
C (0.1206, -3.4718, -2.6751)
C (-1.2007, -4.1334, -2.5680)
O (-1.0956, -5.0941, -1.5168)
C (-2.3218, -5.8905, -1.4328)
N (0.5472, -2.7206, -1.4748)
H (1.4899, -5.2062, -2.1874)
H (2.1489, -3.9997, -3.2443)
H (0.8947, -5.1446, -3.8372)
H (0.0938, -2.7988, -3.5083)
H (-1.4188, -4.6207, -3.5637)
H (-2.0263, -3.4440, -2.2790)
H (-3.1584, -5.2471, -1.0607)
H (-2.0669, -6.7563, -0.8008)
H (-2.6273, -6.2451, -2.4274)
H (-0.0530, -1.9563, -1.2033)
H (0.5584, -3.3536, -0.6900)
C (0.8809, -2.8967, 3.8038)
C (1.0805, -1.4752, 4.3599)
C (2.4522, -0.9853, 4.1495)
O (2.6156, 0.3054, 4.7792)
C (3.0076, 1.3659, 3.9608)
N (0.0365, -0.5732, 3.8001)
H (-0.1964, -3.0716, 3.8090)
H (1.4519, -3.6680, 4.3046)
H (1.3683, -2.8840, 2.8514)
H (0.8871, -1.4827, 5.4675)
H (2.5797, -0.9657, 3.0557)
H (3.2075, -1.6622, 4.4694)
H (3.7239, 1.9964, 4.5148)
H (2.1018, 1.9511, 3.7766)
H (3.4631, 1.0464, 3.0509)
H (-0.0305, 0.2990, 4.3335)
H (-0.8826, -1.0204, 3.8960)
C (1.7037, 5.8106, -0.9393)
O (1.8548, 4.7435, -0.0476)
C (1.7993, 3.4707, -0.6780)
C (2.2251, 2.5291, 0.4798)
N (1.8569, 1.1358, 0.2443)
C (2.6581, 0.3856, -0.6862)
C (3.9676, -0.0422, -0.0852)
O (3.8082, -1.1488, 0.7788)
C (5.0209, -1.3895, 1.4649)
H (0.6856, 5.8020, -1.2691)
H (2.3226, 5.7171, -1.8592)
H (1.9780, 6.6838, -0.4257)
H (2.4664, 3.3317, -1.5510)
H (0.7416, 3.2370, -0.9416)
H (1.7962, 2.7821, 1.4436)
H (3.3077, 2.7130, 0.6065)
H (0.9038, 1.2297, -0.1554)
H (2.8986, 1.0169, -1.5470)
H (2.1487, -0.4946, -1.0906)
H (4.3303, 0.8367, 0.4966)
H (4.6511, -0.2609, -0.9184)
H (5.7673, -1.7351, 0.7885)
H (4.8685, -2.0697, 2.2542)
H (5.4236, -0.4583, 1.8863)
C (-2.4000, 1.9477, -3.1420)
O (-1.2279, 2.7049, -3.1237)
C (-0.9246, 3.1723, -4.4241)
C (0.4470, 3.7549, -4.3919)
N (1.5310, 2.7505, -4.2606)
C (1.8480, 1.9144, -5.4175)
C (3.0800, 1.0390, -5.2055)
O (2.7790, -0.0357, -4.2873)
C (3.7154, -1.0587, -4.2245)
H (-2.5719, 1.6503, -2.0753)
H (-2.2580, 1.0531, -3.7920)
H (-3.2401, 2.5294, -3.5904)
H (-1.6303, 3.9164, -4.8327)
H (-1.0540, 2.3200, -5.1900)
H (0.4924, 4.4904, -3.6044)
H (0.6520, 4.3141, -5.2827)
H (1.2118, 2.1922, -3.4952)
H (1.9278, 2.5842, -6.2763)
H (0.9484, 1.2798, -5.5764)
H (3.8408, 1.7147, -4.8758)
H (3.3636, 0.5133, -6.1379)
H (4.1820, -1.0362, -3.2280)
H (4.4857, -0.8375, -5.0349)
H (3.2482, -2.0189, -4.4083)

Mulliken population analysis, charges in e, atoms 1 to 4: number 1, Ag, carries 0.855; number 2, O, carries -0.234; number 3, H, carries -0.381; number 4, C, carries -1.428